# 1
Entry from the OMol25 dataset: 18 unconnected molecules or ions with the total composition C60H166N10O28 at a distorted geometry (ωB97M-V with the def2-TZVPD basis set).

Properties
Frontier orbital gap (hartree): 0.326
Energy above the lowest of the compared OMol25 structures with the same formula, charge and spin (kcal/mol): 214.5
LUMO energy (eV): 0.3

The geometry in XYZ format:
```
264
C60H166N10O28, DFT ωB97M-V with the def2-TZVPD basis set
O 1.626 -7.742 -2.872
H 2.172 -7.396 -2.166
H 2.208 -7.775 -3.631
O -3.469 -3.836 2.987
H -3.896 -4.091 2.169
H -3.459 -2.879 2.964
O -0.946 -5.837 0.901
H -1.666 -5.854 1.532
H -0.221 -6.271 1.352
O -2.595 -5.053 -1.720
H -3.309 -4.443 -1.531
H -1.881 -4.771 -1.149
O -4.331 1.113 -0.151
H -4.718 1.044 -1.024
H -4.304 0.212 0.171
O -0.739 -7.785 -1.470
H -0.750 -7.369 -0.608
H 0.129 -7.585 -1.821
O -0.670 3.899 -2.040
H -0.446 3.188 -1.441
H -0.911 4.629 -1.469
O 0.680 1.818 4.075
H 0.705 1.101 4.708
H 0.401 2.579 4.584
C -3.552 0.004 3.234
O -4.569 -0.942 3.279
C -4.781 -1.397 4.621
C -6.241 -1.898 4.536
N -7.212 -0.812 4.846
C -8.422 -1.354 5.489
C -9.217 -2.487 4.837
O -9.971 -1.960 3.717
C -11.066 -2.771 3.276
H -2.621 -0.490 3.513
H -3.823 0.811 3.915
H -3.327 0.513 2.297
H -4.684 -0.606 5.365
H -4.215 -2.294 4.872
H -6.219 -2.604 5.366
H -6.304 -2.367 3.555
H -7.614 -0.446 3.995
H -9.089 -0.554 5.808
H -7.984 -1.637 6.446
H -9.969 -2.686 5.601
H -8.685 -3.432 4.727
H -10.784 -3.782 2.984
H -11.545 -2.322 2.406
H -11.811 -2.845 4.068
C 4.610 -1.092 -5.851
O 5.120 -0.380 -4.763
C 4.272 0.699 -4.224
C 4.542 0.895 -2.755
N 3.612 0.175 -1.867
C 4.259 -0.222 -0.602
C 4.981 0.814 0.308
O 5.257 0.236 1.563
C 6.391 0.693 2.355
H 4.328 -0.461 -6.694
H 3.738 -1.674 -5.551
H 5.358 -1.815 -6.174
H 3.196 0.531 -4.263
H 4.367 1.617 -4.804
H 4.522 1.962 -2.534
H 5.580 0.653 -2.526
H 2.832 0.745 -1.575
H 5.053 -0.888 -0.942
H 3.550 -0.831 -0.042
H 4.289 1.650 0.416
H 5.930 1.074 -0.159
H 6.139 1.669 2.771
H 7.199 0.766 1.627
H 6.661 0.177 3.276
C 2.192 -3.830 3.968
O 2.712 -4.037 2.609
C 4.053 -3.575 2.312
C 4.339 -3.748 0.867
N 4.598 -5.066 0.431
C 4.636 -5.107 -0.977
C 4.956 -6.499 -1.381
O 3.849 -7.393 -1.254
C 4.343 -8.776 -1.325
H 1.915 -2.776 3.985
H 2.843 -4.111 4.796
H 1.212 -4.303 3.905
H 4.788 -4.050 2.961
H 4.099 -2.510 2.539
H 5.077 -3.022 0.526
H 3.383 -3.396 0.480
H 3.958 -5.744 0.820
H 5.332 -4.375 -1.387
H 3.657 -4.874 -1.396
H 5.811 -6.715 -0.740
H 5.512 -6.614 -2.312
H 3.616 -9.564 -1.128
H 5.053 -8.890 -0.506
H 4.717 -9.017 -2.321
C 3.727 4.704 1.394
O 3.882 5.000 0.063
C 3.107 6.103 -0.332
C 2.932 5.897 -1.853
N 4.179 5.734 -2.647
C 4.757 7.002 -2.946
C 6.001 6.801 -3.800
O 7.027 6.139 -3.093
C 7.862 7.057 -2.369
H 3.819 5.602 2.004
H 4.343 3.911 1.817
H 2.715 4.429 1.693
H 3.682 7.016 -0.179
H 2.119 6.125 0.128
H 2.320 6.674 -2.310
H 2.226 5.071 -1.939
H 4.835 5.462 -1.928
H 5.065 7.487 -2.019
H 3.959 7.622 -3.355
H 6.392 7.716 -4.244
H 5.702 6.163 -4.632
H 8.706 7.471 -2.921
H 8.290 6.435 -1.583
H 7.306 7.756 -1.745
C -0.032 -1.162 -3.444
O -0.816 -1.437 -4.593
C -0.568 -2.786 -5.272
C -1.386 -3.028 -6.581
N -2.735 -3.542 -6.608
C -3.714 -2.669 -5.953
C -5.068 -2.791 -6.632
O -5.013 -2.400 -8.031
C -6.168 -2.601 -8.779
H 1.022 -1.424 -3.352
H -0.540 -1.620 -2.595
H -0.085 -0.086 -3.277
H -0.835 -3.534 -4.525
H 0.499 -2.976 -5.386
H -0.835 -3.810 -7.103
H -1.316 -2.122 -7.184
H -3.059 -3.547 -7.565
H -3.460 -1.609 -5.963
H -3.840 -2.982 -4.917
H -5.910 -2.198 -6.274
H -5.436 -3.817 -6.625
H -7.021 -1.947 -8.598
H -6.447 -3.654 -8.794
H -5.972 -2.306 -9.810
C -0.045 -1.394 5.700
O 0.327 -0.297 6.564
C 1.696 -0.341 7.131
C 1.951 0.946 8.025
N 1.119 1.084 9.175
C 1.508 0.394 10.416
C 0.806 0.959 11.576
O -0.561 0.518 11.510
C -1.172 0.393 12.810
H 0.261 -2.361 6.101
H 0.508 -1.198 4.781
H -1.123 -1.508 5.590
H 2.493 -0.323 6.387
H 1.900 -1.247 7.703
H 1.811 1.878 7.476
H 2.963 1.054 8.416
H 0.141 0.863 9.054
H 2.594 0.425 10.502
H 1.195 -0.649 10.376
H 0.779 2.045 11.487
H 1.367 0.730 12.482
H -1.215 1.406 13.211
H -0.526 -0.254 13.403
H -2.166 -0.039 12.697
C -9.350 1.172 1.036
O -9.216 0.000 0.207
C -8.518 -1.156 0.864
C -7.890 -1.924 -0.314
N -6.794 -1.251 -1.038
C -6.436 -2.141 -2.159
C -5.791 -1.413 -3.279
O -4.633 -0.589 -2.863
C -3.433 -1.245 -2.509
H -9.847 1.050 1.999
H -9.777 2.047 0.546
H -8.343 1.580 1.121
H -9.071 -1.802 1.546
H -7.704 -0.660 1.393
H -8.780 -1.957 -0.943
H -7.659 -2.958 -0.057
H -7.269 -0.408 -1.330
H -7.270 -2.753 -2.503
H -5.665 -2.782 -1.731
H -6.544 -0.863 -3.845
H -5.501 -2.109 -4.066
H -3.536 -1.530 -1.462
H -2.659 -0.479 -2.570
H -3.112 -2.066 -3.150
C 0.003 -0.066 -10.082
O 0.471 -0.876 -9.139
C 1.539 -1.778 -9.634
C 1.439 -3.083 -8.784
N 2.811 -3.513 -8.480
C 2.667 -4.714 -7.619
C 3.973 -5.264 -6.990
O 4.438 -4.579 -5.852
C 3.718 -4.831 -4.662
H -0.748 0.621 -9.693
H -0.336 -0.536 -11.006
H 0.769 0.599 -10.481
H 2.527 -1.327 -9.547
H 1.463 -2.009 -10.696
H 1.057 -3.851 -9.456
H 0.977 -2.919 -7.810
H 3.244 -2.862 -7.842
H 2.152 -5.524 -8.136
H 1.907 -4.575 -6.850
H 4.799 -5.202 -7.699
H 3.868 -6.348 -6.959
H 4.216 -4.402 -3.793
H 3.818 -5.878 -4.373
H 2.691 -4.524 -4.465
C 0.094 2.974 0.964
O -0.128 2.279 -0.189
C -0.937 1.202 -0.112
C -0.336 0.058 0.721
N -1.292 -1.115 0.768
C -0.594 -2.303 1.257
C 0.433 -2.938 0.301
O -0.117 -3.329 -1.007
C 0.634 -4.296 -1.807
H -0.788 3.042 1.600
H 0.694 3.883 0.924
H 0.662 2.343 1.647
H -0.987 0.935 -1.168
H -1.848 1.475 0.420
H -0.289 0.470 1.729
H 0.698 -0.100 0.417
H -1.720 -1.288 -0.130
H -1.335 -3.089 1.408
H -0.240 -2.255 2.287
H 0.953 -3.738 0.828
H 1.163 -2.150 0.117
H -0.083 -4.675 -2.536
H 1.079 -5.140 -1.280
H 1.247 -3.624 -2.408
C 3.040 14.933 4.636
O 2.485 13.560 4.706
C 3.311 12.602 4.100
C 2.499 11.365 3.814
N 2.116 10.567 5.007
C 0.911 9.701 4.869
C 1.186 8.692 3.830
O -0.027 7.990 3.679
C -0.146 7.242 2.421
H 3.924 15.027 5.266
H 2.323 15.608 5.104
H 3.331 15.279 3.645
H 4.109 12.271 4.765
H 3.816 12.838 3.163
H 3.092 10.773 3.117
H 1.604 11.534 3.215
H 2.008 11.292 5.702
H 0.038 10.254 4.520
H 0.613 9.198 5.788
H 2.056 8.098 4.113
H 1.585 9.079 2.892
H -1.040 6.660 2.645
H 0.678 6.545 2.269
H -0.322 8.001 1.659
```


# 2
Entry from the OMol25 dataset: a molecular structure, C23H50Al2BClF5LiN3NaO14S3Si2 at a distorted geometry (ωB97M-V with the def2-TZVPD basis set).

Properties
Net charge: +2
Frontier orbital gap (hartree): 0.077
LUMO energy (eV): -9.6

The geometry in XYZ format:
```
106
C23H50Al2BClF5LiN3NaO14S3Si2, DFT ωB97M-V with the def2-TZVPD basis set
O 2.657 2.804 4.626
C 3.222 3.044 3.507
F 4.643 2.866 3.400
C 2.416 3.585 2.201
N 1.031 3.036 2.127
C 0.759 2.362 0.801
C 1.295 0.819 0.848
C 1.675 0.359 -0.665
C 3.261 0.320 -0.969
S 3.874 1.681 -2.074
C 4.969 2.870 -1.124
S 5.858 2.236 0.141
N 4.951 4.271 -1.589
C 3.674 4.986 -1.264
C 3.930 6.070 -0.083
O 4.839 7.111 -0.527
C 5.808 6.628 -1.492
C 6.173 5.049 -1.209
C -0.820 2.425 0.378
O -1.749 2.465 1.308
O -1.048 2.405 -0.983
H 3.029 3.397 1.236
H 2.356 4.738 2.295
H 0.406 3.872 2.143
H 1.346 2.857 -0.065
H 0.528 0.112 1.346
H 2.274 0.839 1.439
H 1.094 0.971 -1.453
H 1.304 -0.734 -0.761
H 3.806 0.221 0.032
H 3.451 -0.667 -1.545
H 2.852 4.274 -0.875
H 3.301 5.518 -2.242
H 4.319 5.467 0.816
H 2.916 6.526 0.181
H 5.538 6.840 -2.598
H 6.786 7.215 -1.292
H 6.458 5.000 -0.105
H 7.021 4.800 -1.933
Al -0.869 2.570 3.256
C -2.528 -1.238 -2.247
Si -4.188 -0.669 -1.528
C -4.629 0.921 -2.424
C -3.858 -0.282 0.266
N -5.392 -1.917 -1.747
Si -7.034 -1.694 -1.182
C -7.898 -0.251 -2.020
C -7.134 -1.470 0.681
C -8.067 -3.224 -1.580
H -1.779 -0.453 -2.107
H -2.174 -2.146 -1.738
H -2.616 -1.440 -3.324
H -3.773 1.601 -2.413
H -5.459 1.438 -1.944
H -4.892 0.722 -3.466
H -3.657 -1.192 0.836
H -4.690 0.246 0.730
H -2.980 0.368 0.340
H -7.505 0.711 -1.691
H -8.964 -0.266 -1.770
H -7.805 -0.318 -3.106
H -6.584 -2.260 1.199
H -8.178 -1.517 1.003
H -6.742 -0.503 0.998
H -7.655 -4.108 -1.089
H -8.100 -3.400 -2.657
H -9.088 -3.077 -1.226
B -0.069 -2.020 -5.400
F -0.462 -3.402 -5.406
F 0.269 -1.632 -4.047
F 1.061 -1.835 -6.244
F -1.157 -1.215 -5.863
C 5.583 -0.757 2.705
O 4.410 -0.233 2.091
H 5.800 -1.733 2.271
H 6.425 -0.084 2.523
H 5.417 -0.867 3.779
H 4.240 0.629 2.492
O -1.228 -2.603 3.904
Cl -1.499 -1.385 4.634
O -0.908 -0.261 3.923
O -0.923 -1.469 5.955
O -2.928 -1.185 4.736
Na 3.240 4.812 5.513
Li 4.451 5.621 -3.389
O -11.892 -4.033 1.317
S -12.190 -3.072 0.248
O -12.331 -3.779 -1.031
O -11.093 -2.100 0.148
O -13.446 -2.379 0.559
Al -1.590 -2.958 -3.151
C 5.077 -6.754 1.593
C 4.960 -5.311 2.052
O 5.260 -4.364 1.031
C 4.440 -4.404 -0.128
C 2.969 -4.158 0.158
H 6.082 -6.953 1.211
H 4.878 -7.434 2.426
H 4.371 -6.987 0.795
H 5.679 -5.137 2.857
H 3.970 -5.110 2.475
H 4.587 -5.348 -0.662
H 4.806 -3.616 -0.794
H 2.546 -4.925 0.810
H 2.395 -4.158 -0.773
H 2.832 -3.193 0.656
```


# 3
Entry from the OMol25 dataset: a molecular structure, C3H9N2O at a distorted geometry (ωB97M-V with the def2-TZVPD basis set).

Properties
Net charge: +1
Frontier orbital gap (hartree): 0.350
Energy above the lowest of the compared OMol25 structures with the same formula, charge and spin (kcal/mol): 140.1
LUMO energy (eV): -3.7

The geometry in XYZ format:
```
15
C3H9N2O, DFT ωB97M-V with the def2-TZVPD basis set
C 1.442 0.367 -0.243
C 0.770 0.163 1.026
C -1.434 -1.309 -1.661
N 0.029 0.204 -0.700
N 0.057 1.249 1.750
O -0.057 -0.949 -1.429
H 2.059 1.297 -0.487
H 1.919 -0.612 -0.480
H 0.951 -0.644 1.780
H -1.781 -2.136 -1.041
H -1.468 -1.806 -2.613
H -2.032 -0.506 -1.663
H 0.157 1.248 2.814
H -0.892 1.222 1.479
H 0.280 2.213 1.467
```